(a)
Formula: C4H9FIN
Source: the OMol25 dataset
Level of theory: the ωB97M-V functional and the def2-TZVPD basis

Bonds (Å) are listed after each position.
Atoms and positions in Å:
1 C -1.845 -1.732 0.277  C3 1.472, H8 1.145, H9 1.238, H10 1.087
2 C 1.867 1.777 -0.597  N5 1.457, H11 1.143, H12 1.068, H13 1.154
3 C -0.439 -1.628 -0.147  C1 1.472, I7 2.110, H14 1.124
4 C -0.294 1.042 0.030  N5 1.347, F6 1.395, H15 1.091
5 N 0.926 1.421 0.456  C2 1.457, C4 1.347, H16 1.105
6 F -1.342 0.923 0.945  C4 1.395
7 I 1.070 -1.959 1.290  C3 2.110
8 H -2.153 -1.152 1.214  C1 1.145
9 H -2.688 -1.247 -0.489  C1 1.238
10 H -2.207 -2.757 0.322  C1 1.087
11 H 1.962 0.948 -1.379  C2 1.143
12 H 1.679 2.735 -1.030  C2 1.068
13 H 2.912 1.830 -0.111  C2 1.154
14 H -0.340 -2.204 -1.107  C3 1.124
15 H -0.474 1.015 -1.046  C4 1.091
16 H 1.366 0.987 1.372  N5 1.105

---

(b)
Formula: C4H9FIN
Source: the OMol25 dataset
Level of theory: the ωB97M-V functional and the def2-TZVPD basis

Bonds (Å) are listed after each position.
Atoms and positions in Å:
1 C -0.367 0.636 2.304  C3 1.522, H8 1.039, H9 1.036, H10 1.161
2 C 1.541 -0.667 -2.119  N5 1.465, H11 1.133, H12 1.205, H13 1.074
3 C -1.200 1.561 1.428  C1 1.522, I7 2.139, H14 1.024, H15 1.040
4 C 0.010 -1.635 -0.592  N5 1.302, F6 1.338
5 N 0.308 -1.406 -1.838  C2 1.465, C4 1.302, H16 0.961
6 F -1.043 -2.455 -0.504  C4 1.338
7 I -0.336 2.275 -0.394  C3 2.139
8 H -0.126 -0.156 1.677  C1 1.039
9 H 0.410 1.248 2.614  C1 1.036
10 H -1.143 0.464 3.150  C1 1.161
11 H 1.238 0.127 -2.868  C2 1.133
12 H 1.941 -0.321 -1.036  C2 1.205
13 H 2.354 -1.150 -2.627  C2 1.074
14 H -2.006 0.950 1.266  C3 1.024
15 H -1.389 2.340 2.091  C3 1.040
16 H -0.192 -1.812 -2.551  N5 0.961

---

Which of them is the most stable, and which is the least stable? (b) and (a), in that order.

---

(a)
Formula: C20H30N4O4
Source: the OMol25 dataset
Level of theory: the ωB97M-V functional and the def2-TZVPD basis

* SMILES: COc1ccc(N)c(C(=O)NCCC2(O)CN(C(=O)C3(N(C)C)CCC3)C2)c1

Bonds (Å) are listed after each position.
Atoms and positions in Å:
1 C -0.953 1.402 -7.982  O2 1.412, H29 1.086, H30 1.094, H31 1.094
2 O -1.203 1.445 -6.593  C1 1.412, C3 1.368
3 C -0.303 2.129 -5.822  O2 1.368, C4 1.389, C28 1.385
4 C 0.836 2.762 -6.302  C3 1.389, C5 1.385, H32 1.081
5 C 1.666 3.444 -5.427  C4 1.385, C6 1.394, H33 1.084
6 C 1.400 3.527 -4.061  C5 1.394, N7 1.385, C8 1.408
7 N 2.278 4.183 -3.215  C6 1.385, H34 1.010, H35 1.006
8 C 0.257 2.862 -3.579  C6 1.408, C9 1.495, C28 1.391
9 C -0.069 2.898 -2.121  C8 1.495, O10 1.227, N11 1.355
10 O 0.225 3.845 -1.399  C9 1.227
11 N -0.730 1.821 -1.629  C9 1.355, C12 1.453, H36 1.004
12 C -1.084 1.725 -0.223  N11 1.453, C13 1.526, H37 1.089, H38 1.092
13 C 0.126 1.521 0.685  C12 1.526, C14 1.513, H39 1.094, H40 1.090
14 C -0.274 1.196 2.108  C13 1.513, O15 1.408, C16 1.556, C27 1.552
15 O -1.096 2.241 2.572  C14 1.408, H41 0.963
16 C -0.819 -0.248 2.305  C14 1.556, N17 1.461, H42 1.092, H43 1.092
17 N 0.456 -0.579 2.935  C16 1.461, C18 1.350, C27 1.456
18 C 1.001 -1.666 3.522  N17 1.350, O19 1.220, C20 1.536
19 O 2.059 -1.592 4.124  C18 1.220
20 C 0.228 -2.979 3.326  C18 1.536, N21 1.458, C24 1.552, C26 1.550
21 N -1.126 -2.782 3.827  C20 1.458, C22 1.456, C23 1.452
22 C -1.110 -2.543 5.263  N21 1.456, H44 1.090, H45 1.100, H46 1.091
23 C -2.067 -3.838 3.499  N21 1.452, H47 1.090, H48 1.088, H49 1.101
24 C 0.446 -3.462 1.868  C20 1.552, C25 1.545, H50 1.088, H51 1.090
25 C 1.663 -4.268 2.375  C24 1.545, C26 1.543, H52 1.088, H53 1.089
26 C 1.090 -4.175 3.805  C20 1.550, C25 1.543, H54 1.086, H55 1.091
27 C 0.926 0.797 3.007  C14 1.552, N17 1.456, H56 1.090, H57 1.095
28 C -0.576 2.187 -4.465  C3 1.385, C8 1.391, H58 1.083
29 H -1.768 0.834 -8.420  C1 1.086
30 H -0.939 2.406 -8.416  C1 1.094
31 H -0.006 0.902 -8.203  C1 1.094
32 H 1.089 2.740 -7.352  C4 1.081
33 H 2.552 3.934 -5.815  C5 1.084
34 H 1.858 4.510 -2.356  N7 1.010
35 H 2.887 4.846 -3.664  N7 1.006
36 H -0.841 1.015 -2.217  N11 1.004
37 H -1.607 2.635 0.070  C12 1.089
38 H -1.784 0.893 -0.120  C12 1.092
39 H 0.737 0.696 0.305  C13 1.094
40 H 0.739 2.423 0.677  C13 1.090
41 H -1.316 2.083 3.496  O15 0.963
42 H -1.666 -0.307 2.990  C16 1.092
43 H -1.053 -0.818 1.403  C16 1.092
44 H -2.119 -2.307 5.601  C22 1.090
45 H -0.751 -3.413 5.833  C22 1.100
46 H -0.462 -1.698 5.502  C22 1.091
47 H -3.036 -3.582 3.928  C23 1.090
48 H -2.199 -3.921 2.422  C23 1.088
49 H -1.778 -4.824 3.894  C23 1.101
50 H -0.351 -4.126 1.539  C24 1.088
51 H 0.612 -2.697 1.109  C24 1.090
52 H 1.805 -5.261 1.954  C25 1.088
53 H 2.589 -3.704 2.284  C25 1.089
54 H 1.782 -3.978 4.619  C26 1.086
55 H 0.462 -5.035 4.040  C26 1.091
56 H 1.924 0.961 2.597  C27 1.090
57 H 0.880 1.219 4.016  C27 1.095
58 H -1.489 1.718 -4.118  C28 1.083

---

(b)
Formula: C20H30N4O4
Source: the OMol25 dataset
Level of theory: the ωB97M-V functional and the def2-TZVPD basis

* SMILES: COc1ccc(NC(=O)CN(C)[C@@H](C)C(=O)NC(=O)NC2CCCCC2)cc1

Bonds (Å) are listed after each position.
Atoms and positions in Å:
1 C -4.952 -4.877 0.060  O2 1.406, H29 1.095, H30 1.095, H31 1.089
2 O -5.652 -3.657 0.091  C1 1.406, C3 1.363
3 C -4.945 -2.498 -0.036  O2 1.363, C4 1.391, C28 1.396
4 C -3.567 -2.418 -0.198  C3 1.391, C5 1.383, H32 1.078
5 C -2.954 -1.184 -0.318  C4 1.383, C6 1.390, H33 1.081
6 C -3.703 -0.013 -0.280  C5 1.390, N7 1.401, C27 1.393
7 N -3.023 1.206 -0.413  C6 1.401, C8 1.354, H34 1.013
8 C -3.472 2.472 -0.252  N7 1.354, O9 1.210, C10 1.536
9 O -4.614 2.802 -0.021  C8 1.210
10 C -2.349 3.504 -0.434  C8 1.536, N11 1.453, H35 1.100, H36 1.094
11 N -1.091 3.015 0.105  C10 1.453, C12 1.455, C13 1.459
12 C -1.121 3.000 1.560  N11 1.455, H37 1.090, H38 1.096, H39 1.089
13 C 0.100 3.647 -0.451  N11 1.459, C14 1.531, C15 1.536, H40 1.100
14 C 0.438 5.045 0.071  C13 1.531, H41 1.087, H42 1.086, H43 1.086
15 C 1.309 2.712 -0.295  C13 1.536, O16 1.214, N17 1.356
16 O 2.455 3.115 -0.292  C15 1.214
17 N 0.957 1.405 -0.222  C15 1.356, C18 1.419, H44 1.015
18 C 1.755 0.234 -0.150  N17 1.419, O19 1.211, N20 1.335
19 O 1.184 -0.834 -0.114  C18 1.211
20 N 3.069 0.466 -0.133  C18 1.335, C21 1.456, H45 1.015
21 C 4.080 -0.580 -0.075  N20 1.456, C22 1.531, C26 1.531, H46 1.095
22 C 3.950 -1.405 1.208  C21 1.531, C23 1.525, H47 1.092, H48 1.090
23 C 5.044 -2.466 1.266  C22 1.525, C24 1.525, H49 1.093, H50 1.091
24 C 4.968 -3.378 0.046  C23 1.525, C25 1.525, H51 1.092, H52 1.092
25 C 5.091 -2.559 -1.236  C24 1.525, C26 1.525, H53 1.093, H54 1.092
26 C 3.997 -1.499 -1.297  C21 1.531, C25 1.525, H55 1.092, H56 1.090
27 C -5.083 -0.090 -0.116  C6 1.393, C28 1.378, H57 1.077
28 C -5.692 -1.320 0.005  C3 1.396, C27 1.378, H58 1.078
29 H -4.434 -5.019 -0.894  C1 1.095
30 H -4.231 -4.948 0.880  C1 1.095
31 H -5.707 -5.653 0.178  C1 1.089
32 H -2.953 -3.305 -0.230  C4 1.078
33 H -1.880 -1.140 -0.436  C5 1.081
34 H -2.028 1.120 -0.583  N7 1.013
35 H -2.685 4.443 0.029  C10 1.100
36 H -2.241 3.674 -1.509  C10 1.094
37 H -1.895 2.305 1.887  C12 1.090
38 H -1.346 3.984 1.988  C12 1.096
39 H -0.160 2.658 1.942  C12 1.089
40 H -0.056 3.716 -1.538  C13 1.100
41 H -0.394 5.724 -0.099  C14 1.087
42 H 0.668 5.017 1.133  C14 1.086
43 H 1.313 5.416 -0.454  C14 1.086
44 H -0.042 1.229 -0.188  N17 1.015
45 H 3.358 1.437 -0.178  N20 1.015
46 H 5.048 -0.068 -0.076  C21 1.095
47 H 4.016 -0.744 2.074  C22 1.092
48 H 2.969 -1.882 1.215  C22 1.090
49 H 6.022 -1.980 1.297  C23 1.093
50 H 4.934 -3.054 2.179  C23 1.091
51 H 4.011 -3.902 0.047  C24 1.092
52 H 5.763 -4.125 0.089  C24 1.092
53 H 6.070 -2.075 -1.265  C25 1.093
54 H 5.015 -3.214 -2.106  C25 1.092
55 H 4.096 -0.904 -2.208  C26 1.092
56 H 3.017 -1.977 -1.306  C26 1.090
57 H -5.667 0.815 -0.081  C27 1.077
58 H -6.760 -1.395 0.132  C28 1.078

---

Which of them is the most stable, and which is the least stable? (b) and (a), in that order.

---

(a)
Formula: C2H7NO2Si
Source: the OMol25 dataset
Level of theory: the ωB97M-V functional and the def2-TZVPD basis

* SMILES: C=C[SiH3].O=NO

Bonds (Å) are listed after each position.
Atoms and positions in Å:
1 C 1.402 1.534 0.550  C2 1.356, H4 1.103, H5 1.030
2 C 0.271 0.852 0.243  C1 1.356, Si3 1.945, H6 1.162
3 Si 0.315 -1.024 -0.271  C2 1.945, H7 1.558, H8 1.556, H9 1.482
4 H 2.380 1.066 0.344  C1 1.103
5 H 1.494 2.468 0.974  C1 1.030
6 H -0.639 1.572 0.298  C2 1.162
7 H -1.121 -1.427 -0.722  Si3 1.558
8 H 1.390 -1.044 -1.396  Si3 1.556
9 H 0.715 -1.897 0.858  Si3 1.482
10 O -4.593 0.012 0.894  N11 1.211
11 N -3.626 -0.284 0.228  O10 1.211, O12 1.366
12 O -3.855 -0.499 -1.101  N11 1.366, H13 0.927
13 H -3.118 -0.684 -1.632  O12 0.927

---

(b)
Formula: C2H7NO2Si
Source: the OMol25 dataset
Level of theory: the ωB97M-V functional and the def2-TZVPD basis

* SMILES: C[SiH](C)[N+](=O)[O-]

Bonds (Å) are listed after each position.
Atoms and positions in Å:
1 C 0.155 1.340 -1.126  Si2 1.904, H7 1.076, H8 1.048, H9 1.032
2 Si 0.191 -0.382 -0.315  C1 1.904, C3 1.891, N4 1.947, H10 1.420
3 C -1.448 -0.616 0.597  Si2 1.891, H11 1.135, H12 1.057, H13 1.075
4 N 1.535 -0.608 1.075  Si2 1.947, O5 1.241, O6 1.201
5 O 2.217 -1.637 0.948  N4 1.241
6 O 1.559 0.286 1.877  N4 1.201
7 H -0.066 2.279 -0.650  C1 1.076
8 H 1.109 1.457 -1.545  C1 1.048
9 H -0.522 1.357 -1.904  C1 1.032
10 H 0.611 -1.460 -1.138  Si2 1.420
11 H -1.493 -1.572 1.208  C3 1.135
12 H -1.752 0.170 1.234  C3 1.057
13 H -2.096 -0.613 -0.260  C3 1.075

---

Which of them is the most stable, and which is the least stable? (b) and (a), in that order.

---

(a)
Formula: C5H2FN
Source: the OMol25 dataset
Level of theory: the ωB97M-V functional and the def2-TZVPD basis

Bonds (Å) are listed after each position.
Atoms and positions in Å:
1 C 0.361 -0.423 -0.929  C2 1.297, C3 1.463, C5 1.666
2 C 1.325 -1.227 -1.254  C1 1.297
3 C -0.519 0.736 -0.778  C1 1.463, C4 1.339, H8 1.051
4 C -0.753 0.901 0.530  C3 1.339, N6 1.427, H9 1.011
5 C 0.541 -0.857 0.670  C1 1.666, N6 1.252, F7 1.316
6 N -0.236 -0.147 1.347  C4 1.427, C5 1.252
7 F 1.192 -1.913 1.109  C5 1.316
8 H -0.670 1.264 -1.674  C3 1.051
9 H -1.241 1.666 0.977  C4 1.011

---

(b)
Formula: C5H2FN
Source: the OMol25 dataset
Level of theory: the ωB97M-V functional and the def2-TZVPD basis

Bonds (Å) are listed after each position.
Atoms and positions in Å:
1 C 0.999 -0.250 0.255  C2 1.302, C3 1.482, C5 1.566
2 C 2.027 -0.385 1.041  C1 1.302
3 C 0.471 0.195 -1.056  C1 1.482, C4 1.383, H8 1.118
4 C -0.876 0.413 -0.835  C3 1.383, N6 1.390, H9 1.056
5 C -0.292 -0.307 1.140  C1 1.566, N6 1.271, F7 1.340
6 N -1.286 0.084 0.452  C4 1.390, C5 1.271
7 F -0.432 -0.879 2.343  C5 1.340
8 H 1.103 0.370 -1.962  C3 1.118
9 H -1.714 0.758 -1.377  C4 1.056

---

Which of them is the most stable, and which is the least stable? (b) and (a), in that order.

---

(a)
Formula: CH6N2O2
Source: the OMol25 dataset
Level of theory: the ωB97M-V functional and the def2-TZVPD basis

* SMILES: O=NO.CN

Bonds (Å) are listed after each position.
Atoms and positions in Å:
1 O 0.973 2.263 -0.760  N2 1.192
2 N -0.032 1.620 -0.776  O1 1.192, O3 1.426
3 O -0.819 1.818 0.397  N2 1.426, H4 0.965
4 H -1.626 1.310 0.252  O3 0.965
5 C -0.213 -1.275 0.409  N6 1.449, H7 1.096, H8 1.089, H9 1.090
6 N 0.660 -0.365 -0.305  C5 1.449, H10 1.014, H11 1.012
7 H 0.253 -2.244 0.622  C5 1.096
8 H -1.108 -1.447 -0.187  C5 1.089
9 H -0.498 -0.815 1.355  C5 1.090
10 H 1.504 -0.158 0.217  N6 1.014
11 H 0.906 -0.706 -1.225  N6 1.012

---

(b)
Formula: CH6N2O2
Source: the OMol25 dataset
Level of theory: the ωB97M-V functional and the def2-TZVPD basis

* SMILES: NC(N)=O.O

Bonds (Å) are listed after each position.
Atoms and positions in Å:
1 N -0.125 -1.382 1.397  C2 1.362, H5 1.009, H6 1.007
2 C -0.160 -0.707 0.215  N1 1.362, N3 1.359, O4 1.221
3 N -1.387 -0.416 -0.291  C2 1.359, H7 1.004, H8 1.003
4 O 0.858 -0.361 -0.364  C2 1.221
5 H -0.949 -1.822 1.780  N1 1.009
6 H 0.766 -1.807 1.596  N1 1.007
7 H -2.301 -0.646 0.054  N3 1.004
8 H -1.375 0.254 -1.037  N3 1.003
9 O 0.846 2.379 -0.990  H10 0.977, H11 0.965
10 H 1.032 1.420 -1.001  O9 0.977
11 H 1.329 2.623 -0.190  O9 0.965

---

Which of them is the most stable, and which is the least stable? (b) and (a), in that order.